(1)
# C16H17N3O3S

C16H17N3O3S in the gas phase (ωB97M-V/def2-TZVPD, the OMol25 dataset).

Properties
ΔE to the lowest compared entry with this formula, charge and spin, eV: 1.309
SMILES: O=C1C[C@H](c2ccc(S(=O)(=O)NCc3ccncc3)cc2)CN1
Net charge: 0
Spin multiplicity: 1
Kohn-Sham gap, eV: 10.0
HOMO energy, Eh: -0.352
LUMO energy, eV: 0.447
Calculated total energy, eV: -38316.13551

CARTESIAN COORDINATES (ANGSTROEM)
O -5.9015 -2.1975 0.2145
C -5.5073 -1.0636 0.0927
C -4.8520 -0.4416 -1.1335
C -4.2537 0.8829 -0.6404
C -2.7836 0.7591 -0.3314
C -1.8799 1.6839 -0.8424
C -0.5303 1.5882 -0.5468
C -0.0902 0.5640 0.2662
S 1.6472 0.4065 0.6416
O 1.8039 -0.0794 1.9797
O 2.3241 1.6132 0.2569
N 2.0493 -0.8485 -0.4133
C 3.1237 -1.7199 0.0459
C 4.4509 -1.0114 0.0087
C 4.8742 -0.2350 1.0808
C 6.0657 0.4636 0.9605
N 6.8269 0.4297 -0.1198
C 6.4233 -0.3079 -1.1387
C 5.2481 -1.0425 -1.1301
C -0.9696 -0.3657 0.7862
C -2.3159 -0.2678 0.4864
C -5.0625 1.1867 0.6423
N -5.5715 -0.1006 1.0366
H -4.1088 -1.1130 -1.5591
H -5.6289 -0.2777 -1.8819
H -4.3932 1.6794 -1.3732
H -2.2333 2.4853 -1.4745
H 0.1869 2.3002 -0.9232
H 2.2496 -0.4511 -1.3211
H 3.1302 -2.6109 -0.5885
H 2.8638 -1.9972 1.0685
H 4.2787 -0.1713 1.9773
H 6.4319 1.0821 1.7690
H 7.0743 -0.3072 -2.0037
H 4.9596 -1.6301 -1.9899
H -0.5866 -1.1442 1.4257
H -3.0072 -0.9920 0.8892
H -4.4318 1.6167 1.4253
H -5.8834 1.8845 0.4330
H -6.0211 -0.2498 1.9247


(2)
# C16H17N3O4S

C16H17N3O4S in the gas phase (ωB97M-V/def2-TZVPD, the OMol25 dataset).

Properties
ΔE to the lowest compared entry with this formula, charge and spin, eV: 2.326
SMILES: CC(=O)Nc1ccc(S(=O)(=O)NNC(=O)c2ccc(C)cc2)cc1
Net charge: 0
Spin multiplicity: 1
Kohn-Sham gap, eV: 9.4
HOMO energy, Eh: -0.332
LUMO energy, eV: 0.403
Calculated total energy, eV: -40363.66416

CARTESIAN COORDINATES (ANGSTROEM)
C -4.2350 -3.2536 0.3538
C -3.1429 -2.3807 -0.2262
O -3.3560 -1.4552 -0.9715
N -1.8979 -2.7669 0.1990
C -0.6615 -2.1870 -0.0723
C -0.5045 -1.1641 -1.0064
C 0.7401 -0.5903 -1.1837
C 1.8175 -1.0393 -0.4452
S 3.3416 -0.1101 -0.4990
O 4.4705 -0.9323 -0.1982
O 3.3442 0.7006 -1.6810
N 3.1693 1.0101 0.7874
N 1.9796 1.7258 0.6216
C 0.8365 1.2339 1.1996
O 0.9194 0.3830 2.0713
C -0.4450 1.7929 0.7253
C -0.5587 2.9153 -0.0903
C -1.7986 3.3028 -0.5633
C -2.9469 2.5867 -0.2460
C -4.2848 2.9798 -0.7859
C -2.8316 1.4814 0.5922
C -1.6011 1.0933 1.0739
C 1.6868 -2.0775 0.4567
C 0.4492 -2.6597 0.6338
H -5.1960 -2.9264 -0.0320
H -4.0743 -4.2934 0.0773
H -4.2414 -3.1757 1.4391
H -1.8651 -3.5334 0.8579
H -1.3573 -0.8066 -1.5579
H 0.8882 0.2081 -1.8937
H 3.1321 0.5369 1.6878
H 1.9699 2.2088 -0.2656
H 0.3098 3.5034 -0.3465
H -1.8747 4.1744 -1.1974
H -4.2068 3.8400 -1.4454
H -4.7177 2.1483 -1.3399
H -4.9649 3.2245 0.0292
H -3.7157 0.9190 0.8518
H -1.5001 0.2350 1.7207
H 2.5514 -2.4051 1.0113
H 0.3300 -3.4652 1.3439


(3)
# C16H17N3OS

C16H17N3OS in the gas phase (ωB97M-V/def2-TZVPD, the OMol25 dataset).

Properties
ΔE to the lowest compared entry with this formula, charge and spin, eV: 0.169
SMILES: Cc1ccnc(SCC(=O)N2CCCc3ccccc32)n1
Net charge: 0
Spin multiplicity: 1
Kohn-Sham gap, eV: 9.1
HOMO energy, Eh: -0.309
LUMO energy, eV: 0.678
Calculated total energy, eV: -34221.80582

CARTESIAN COORDINATES (ANGSTROEM)
C 4.0452 -3.6945 0.3099
C 2.8466 -3.6596 1.1988
C 2.7922 -4.3630 2.4020
C 1.6305 -4.2364 3.1471
N 0.6098 -3.4986 2.7483
C 0.7543 -2.8811 1.5848
S -0.6119 -1.9252 1.0679
C 0.0055 -1.3606 -0.5617
C -0.9210 -0.3212 -1.1791
O -1.4756 -0.5736 -2.2288
N -1.0745 0.8524 -0.5127
C -0.2286 1.3030 0.5752
C 0.6344 2.4553 0.0657
C -0.2753 3.6373 -0.2488
C -1.5605 3.2053 -0.9054
C -2.4236 4.1796 -1.3915
C -3.6308 3.8461 -1.9737
C -3.9995 2.5143 -2.0615
C -3.1590 1.5301 -1.5802
C -1.9313 1.8633 -1.0154
N 1.8212 -2.9189 0.7993
H 4.8898 -3.2214 0.8092
H 4.3192 -4.7241 0.0884
H 3.8344 -3.1652 -0.6148
H 3.6164 -4.9727 2.7331
H 1.5010 -4.7390 4.0968
H 0.0148 -2.2239 -1.2266
H 1.0252 -1.0007 -0.4311
H -0.8719 1.6516 1.3902
H 0.3842 0.4911 0.9550
H 1.1569 2.1308 -0.8369
H 1.3799 2.7330 0.8118
H -0.5269 4.1594 0.6805
H 0.2393 4.3552 -0.8911
H -2.1327 5.2175 -1.3090
H -4.2822 4.6201 -2.3509
H -4.9464 2.2395 -2.5005
H -3.4489 0.4951 -1.6444